{"formula": "C13H28IN3OSi2", "method": "the ωB97M-V functional and the def2-TZVPD basis", "symbols": ["C", "C", "C", "C", "N", "C", "C", "O", "I", "C", "N", "H", "H", "H", "H", "H", "H", "H", "H", "H", "H", "C", "Si", "C", "C", "N", "Si", "C", "C", "C", "H", "H", "H", "H", "H", "H", "H", "H", "H", "H", "H", "H", "H", "H", "H", "H", "H", "H"], "xyz": [[5.00, 1.31, -2.51], [4.77, 2.82, -3.02], [3.22, 3.03, -3.12], [2.14, 2.56, -2.25], [0.90, 2.99, -2.82], [-0.43, 2.69, -2.26], [-1.34, 1.79, -3.20], [-2.05, 1.00, -2.67], [-1.39, 1.88, -5.38], [1.28, 3.70, -3.93], [2.63, 3.76, -4.19], [5.23, 1.24, -1.41], [4.07, 0.68, -2.68], [5.83, 0.80, -3.07], [5.18, 2.85, -4.07], [5.30, 3.58, -2.39], [2.30, 1.97, -1.31], [-0.25, 2.06, -1.33], [-0.97, 3.61, -1.88], [0.52, 4.17, -4.60], [3.03, 4.23, -5.00], [-2.32, 0.82, 0.70], [-1.74, -0.90, 1.24], [0.14, -0.93, 1.02], [-2.50, -2.14, 0.04], [-2.22, -1.16, 2.86], [-1.87, -2.62, 3.69], [-0.02, -2.93, 3.87], [-2.66, -4.13, 2.89], [-2.57, -2.50, 5.44], [-2.02, 1.00, -0.33], [-3.41, 0.89, 0.76], [-1.88, 1.59, 1.33], [0.41, -0.55, 0.03], [0.54, -1.94, 1.10], [0.62, -0.30, 1.77], [-3.58, -2.22, 0.20], [-2.06, -3.13, 0.14], [-2.34, -1.81, -0.99], [0.44, -3.22, 2.92], [0.16, -3.74, 4.58], [0.49, -2.04, 4.24], [-3.71, -3.95, 2.67], [-2.59, -4.99, 3.56], [-2.15, -4.41, 1.96], [-3.66, -2.36, 5.41], [-2.12, -1.67, 5.98], [-2.36, -3.42, 5.99]], "nbo_charge": [-0.6211, -0.4524, 0.1820, -0.0752, -0.3086, -0.3441, 0.4458, -0.4208, 0.0613, 0.2704, -0.4961, 0.2321, 0.2221, 0.2345, 0.2278, 0.2529, 0.2860, 0.3021, 0.2796, 0.2534, 0.4639, -1.1208, 1.8212, -1.1345, -1.1375, -1.7176, 1.8178, -1.1343, -1.1352, -1.1139, 0.1740, 0.2359, 0.2164, 0.1717, 0.2291, 0.2263, 0.2346, 0.2231, 0.1979, 0.2111, 0.2112, 0.2244, 0.2288, 0.2105, 0.2138, 0.2246, 0.2224, 0.2033], "lumo_energy_ev": -1.63, "e_tot_ev": -44306.849, "orbital_gap_ev": 3.379}

{"formula": "C13H28IN5O3P", "method": "the ωB97M-V functional and the def2-TZVPD basis", "symbols": ["C", "C", "O", "C", "C", "N", "C", "N", "C", "C", "O", "I", "H", "H", "H", "H", "H", "H", "H", "H", "H", "H", "O", "P", "N", "C", "C", "N", "C", "C", "N", "C", "C", "H", "H", "H", "H", "H", "H", "H", "H", "H", "H", "H", "H", "H", "H", "H", "H", "H", "H"], "xyz": [[-0.28, 0.68, -6.24], [0.87, -0.16, -7.05], [1.94, -0.72, -6.22], [1.98, 0.01, -4.91], [2.70, 1.49, -4.70], [2.38, 1.68, -3.24], [1.58, 0.62, -2.52], [1.35, -0.43, -3.59], [0.65, -1.77, -3.59], [-0.78, -1.79, -2.79], [-0.83, -1.43, -1.50], [-2.62, -2.47, -3.86], [-1.17, 0.87, -7.01], [-0.77, 0.08, -5.35], [0.07, 1.77, -5.91], [0.31, -1.04, -7.64], [1.38, 0.57, -7.82], [3.28, 2.16, -5.47], [2.70, 2.54, -2.71], [1.17, 0.53, -1.42], [0.44, -2.20, -4.67], [1.37, -2.52, -3.01], [1.65, -0.29, 2.92], [0.26, 0.36, 3.07], [0.17, -0.08, 4.71], [-0.81, -0.90, 5.38], [1.05, 0.63, 5.63], [-0.53, -0.85, 2.11], [-1.64, -1.68, 2.54], [0.33, -1.67, 1.23], [-1.35, 1.11, 3.24], [-1.62, 1.88, 1.99], [-1.59, 2.08, 4.32], [-1.84, -0.66, 5.11], [-0.78, -0.79, 6.47], [-0.64, -1.96, 5.17], [0.73, 1.66, 5.78], [2.08, 0.66, 5.23], [1.12, 0.15, 6.61], [-1.31, -2.50, 3.19], [-2.15, -2.14, 1.68], [-2.42, -1.12, 3.05], [0.89, -2.42, 1.81], [1.03, -1.04, 0.68], [-0.26, -2.20, 0.47], [-0.89, 2.69, 1.88], [-2.63, 2.31, 1.99], [-1.55, 1.25, 1.10], [-0.86, 2.90, 4.30], [-1.58, 1.63, 5.31], [-2.60, 2.51, 4.23]], "nbo_charge": [-0.6909, -0.0955, -0.5084, 0.5006, -0.0772, -0.5087, 0.2263, -0.3897, -0.3442, 0.3944, -0.5265, 0.1936, 0.2594, 0.2168, 0.2318, 0.2267, 0.2080, 0.3154, 0.4621, 0.3284, 0.2869, 0.2845, -0.9165, 2.1307, -0.8448, -0.3969, -0.4092, -0.7881, -0.4039, -0.3893, -0.6264, -0.4486, -0.4366, 0.1822, 0.2035, 0.1894, 0.1588, 0.2164, 0.2061, 0.1805, 0.1885, 0.2134, 0.1909, 0.1817, 0.1935, 0.1751, 0.2072, 0.2215, 0.1915, 0.2233, 0.2122], "lumo_energy_ev": -4.25, "e_tot_ev": -44900.297, "orbital_gap_ev": 5.261, "total_charge": 1}

{"formula": "C13H28PS2", "method": "the ωB97M-V functional and the def2-TZVPD basis", "symbols": ["C", "C", "C", "P", "C", "C", "C", "C", "C", "C", "H", "H", "H", "H", "H", "H", "H", "H", "H", "H", "H", "H", "H", "H", "H", "H", "H", "H", "H", "H", "H", "C", "C", "S", "C", "S", "C", "H", "H", "H", "H", "H", "H", "H"], "xyz": [[-0.83, -1.78, -0.76], [-0.77, -1.62, 0.77], [-2.12, -1.78, 1.41], [0.16, -0.15, 1.25], [1.77, -0.33, 0.31], [2.29, -1.76, 0.35], [2.85, 0.61, 0.83], [-0.51, 1.28, 0.24], [0.14, 2.61, 0.61], [-2.03, 1.40, 0.33], [-1.39, -2.71, -0.94], [-1.33, -0.93, -1.25], [0.17, -1.88, -1.17], [-0.11, -2.37, 1.24], [-2.47, -2.80, 1.26], [-2.14, -1.60, 2.51], [-2.88, -1.11, 1.00], [1.52, -0.06, -0.72], [3.25, -1.80, -0.18], [2.47, -2.09, 1.38], [1.63, -2.48, -0.13], [3.85, 0.22, 0.61], [2.80, 1.62, 0.39], [2.81, 0.73, 1.92], [-0.25, 1.01, -0.81], [-0.55, 3.43, 0.37], [0.35, 2.66, 1.68], [1.08, 2.78, 0.07], [-2.32, 2.37, -0.08], [-2.55, 0.62, -0.23], [-2.38, 1.36, 1.36], [-0.59, -0.57, 6.39], [-1.46, 0.29, 5.46], [-1.67, -0.06, 3.73], [0.00, -0.25, 3.18], [0.79, -1.60, 4.05], [0.72, -0.86, 5.71], [-0.37, 0.08, 7.27], [-1.13, -1.50, 6.73], [-2.50, 0.25, 5.81], [-1.09, 1.34, 5.43], [0.61, 0.70, 3.24], [1.35, 0.03, 5.65], [1.21, -1.66, 6.27]], "nbo_charge": [-0.6141, -0.5639, -0.6460, 1.5946, -0.4966, -0.6255, -0.6219, -0.4990, -0.6175, -0.6256, 0.2432, 0.2158, 0.2136, 0.2458, 0.2356, 0.2389, 0.2159, 0.2520, 0.2402, 0.2266, 0.2202, 0.2412, 0.2269, 0.2107, 0.2525, 0.2397, 0.2076, 0.2259, 0.2340, 0.2214, 0.2291, -0.4281, -0.5550, 0.3020, -0.8537, 0.2668, -0.5187, 0.2434, 0.2330, 0.2587, 0.2190, 0.2396, 0.2207, 0.2514], "lumo_energy_ev": -2.89, "e_tot_ev": -44887.563, "orbital_gap_ev": 8.872, "total_charge": 1}

{"formula": "C13H29AlBrNOPS", "method": "the ωB97M-V functional and the def2-TZVPD basis", "symbols": ["C", "C", "P", "C", "Al", "Br", "C", "C", "C", "O", "N", "C", "S", "H", "H", "H", "H", "H", "H", "H", "H", "H", "H", "H", "H", "H", "H", "H", "C", "C", "C", "C", "C", "C", "H", "H", "H", "H", "H", "H", "H", "H", "H", "H", "H", "H", "H", "H"], "xyz": [[0.55, -0.26, 1.49], [0.59, 0.78, 2.62], [0.31, 2.56, 2.17], [1.81, 2.92, 1.12], [-1.56, 2.86, 0.77], [-2.37, 0.90, -0.32], [-3.06, 3.77, 1.72], [-4.23, 2.85, 2.13], [-4.71, 3.17, 3.54], [-5.35, 3.01, 1.25], [-0.95, 4.10, -0.62], [-0.66, 3.65, -1.68], [-0.34, 3.10, -3.16], [0.85, 0.16, 0.54], [1.24, -1.08, 1.73], [-0.44, -0.72, 1.42], [-0.08, 0.52, 3.44], [1.59, 0.75, 3.06], [2.50, 3.52, 1.72], [1.55, 3.45, 0.21], [2.33, 2.01, 0.84], [-2.66, 4.29, 2.58], [-3.45, 4.54, 1.05], [-3.92, 1.80, 2.07], [-4.69, 4.24, 3.68], [-4.00, 2.75, 4.25], [-5.71, 2.77, 3.71], [-5.00, 3.15, 0.36], [3.44, -4.10, -0.30], [2.31, -4.57, -1.22], [2.51, -4.17, -2.68], [2.54, -2.66, -2.93], [1.30, -1.90, -2.45], [0.01, -2.33, -3.15], [3.50, -3.01, -0.27], [3.27, -4.45, 0.72], [4.40, -4.49, -0.64], [1.36, -4.20, -0.85], [2.25, -5.66, -1.17], [1.71, -4.62, -3.28], [3.45, -4.60, -3.05], [2.67, -2.48, -4.00], [3.42, -2.23, -2.44], [1.45, -0.84, -2.62], [1.18, -2.02, -1.37], [0.09, -2.19, -4.23], [-0.82, -1.73, -2.79], [-0.23, -3.38, -2.96]], "nbo_charge": [-0.6193, -0.6702, 0.0808, -0.9050, 1.3928, -0.5690, -1.0513, 0.1031, -0.6157, -0.7414, -0.7854, 0.2068, -0.1900, 0.2110, 0.1839, 0.2188, 0.2162, 0.2018, 0.2097, 0.2334, 0.2085, 0.2263, 0.2221, 0.1568, 0.1982, 0.2018, 0.2052, 0.4706, -0.6096, -0.3987, -0.3948, -0.3954, -0.4032, -0.6112, 0.2075, 0.2064, 0.1937, 0.2015, 0.1931, 0.1981, 0.1912, 0.1958, 0.1967, 0.2156, 0.1986, 0.1946, 0.2298, 0.1895], "lumo_energy_ev": 2.78, "e_tot_ev": -114258.563, "orbital_gap_ev": 7.121, "total_charge": -1}

{"formula": "C13H29BF3O7P", "method": "the ωB97M-V functional and the def2-TZVPD basis", "symbols": ["C", "C", "O", "C", "C", "O", "C", "C", "O", "C", "P", "B", "O", "O", "C", "C", "H", "H", "H", "H", "H", "H", "H", "H", "H", "H", "H", "H", "H", "H", "H", "H", "H", "H", "H", "H", "H", "H", "H", "C", "C", "O", "C", "O", "C", "F", "F", "F", "H", "H", "H", "H", "H", "H"], "xyz": [[6.30, 0.10, 3.17], [6.58, 1.31, 2.29], [5.61, 1.60, 1.30], [5.14, 0.47, 0.60], [4.37, 0.91, -0.62], [3.13, 1.52, -0.30], [3.23, 2.90, 0.02], [1.84, 3.50, -0.08], [1.33, 3.97, 1.17], [1.26, 2.95, 2.13], [-0.46, 2.79, 2.79], [-1.20, 1.06, 2.22], [-0.31, 0.02, 2.34], [-2.46, 1.03, 1.81], [-2.98, -0.27, 1.32], [-4.29, -0.04, 0.59], [5.24, 0.05, 3.45], [6.55, -0.84, 2.68], [6.86, 0.20, 4.10], [6.62, 2.19, 2.93], [7.58, 1.21, 1.85], [4.45, -0.13, 1.20], [5.98, -0.15, 0.27], [4.12, 0.00, -1.17], [4.97, 1.53, -1.29], [3.60, 3.02, 1.04], [3.94, 3.42, -0.62], [1.15, 2.79, -0.54], [1.88, 4.38, -0.72], [1.54, 1.97, 1.76], [1.91, 3.19, 2.97], [-1.26, 3.89, 2.46], [-0.37, 2.74, 4.18], [0.15, -0.12, 1.50], [-2.29, -0.70, 0.61], [-3.11, -0.91, 2.18], [-4.19, 0.89, 0.03], [-5.13, 0.00, 1.27], [-4.35, -0.87, -0.11], [-4.78, -5.12, -3.99], [-3.66, -4.09, -3.93], [-4.06, -2.75, -4.12], [-4.61, -2.03, -2.98], [-3.91, -2.12, -1.88], [-6.10, -2.39, -2.73], [-6.81, -2.60, -3.87], [-6.72, -1.35, -2.11], [-6.32, -3.46, -1.95], [-5.48, -4.89, -4.79], [-4.36, -6.12, -4.17], [-5.34, -5.17, -3.05], [-2.98, -4.29, -4.76], [-3.07, -4.19, -3.01], [-4.70, -1.01, -3.43]], "nbo_charge": [-0.6474, -0.0587, -0.5507, -0.0955, -0.0814, -0.5443, -0.1095, -0.0960, -0.5213, -0.3215, 0.6293, 0.9220, -0.9085, -0.6742, -0.0647, -0.6575, 0.2062, 0.2106, 0.2247, 0.1839, 0.1668, 0.1725, 0.1780, 0.2005, 0.1800, 0.1906, 0.1911, 0.1926, 0.2130, 0.2359, 0.2274, 0.0845, 0.0623, 0.5200, 0.2015, 0.1914, 0.2107, 0.2018, 0.3153, -0.6464, -0.0661, -0.5780, 0.3306, -0.9140, 0.9091, -0.3527, -0.3562, -0.3411, 0.2083, 0.1897, 0.2151, 0.1550, 0.1787, 0.0865], "lumo_energy_ev": -1.45, "e_tot_ev": -46398.218, "orbital_gap_ev": 4.424}